1.
ORCA calculation (ωB97M-V/def2-TZVPD) on C9H13N3O6 in the gas phase.

Calculated total energy: -26299.768 eV
LUMO level: 0.01793 Eh
Gap between HOMO and LUMO: 8.7294 eV
ΔE to the lowest compared entry with this formula, charge and spin: 0.0 kJ/mol
HOMO: -8.241 eV
SMILES string: Nc1cn([C@@H]2O[C@H](CO)[C@@H](O)[C@H]2O)c(=O)[nH]c1=O

CARTESIAN COORDINATES (ANGSTROEM)
O (1.4464, 1.1324, -2.9572)
O (-2.2135, -3.0052, 1.9893)
O (0.8124, -3.1381, 1.2467)
O (1.7057, -2.4445, -1.1706)
O (0.8926, 4.8650, -0.4454)
O (-1.1086, -0.8983, -0.7876)
N (1.1677, 2.9721, -1.6610)
N (-0.3464, 3.4693, 1.5913)
N (0.3714, 0.9152, -0.9620)
C (-2.1576, -1.8544, 1.1967)
C (0.1796, -0.5062, -1.1921)
C (-1.0490, -1.9655, 0.1476)
C (-0.1152, 1.5132, 0.1841)
C (0.3639, -1.9092, 0.7662)
C (1.1976, -1.3756, -0.4207)
C (1.0233, 1.6303, -1.9383)
C (0.7309, 3.6680, -0.5531)
C (0.0422, 2.8318, 0.4347)
H (2.0637, -0.7939, -0.0984)
H (-0.3342, 4.4762, 1.5057)
H (-1.1757, -2.9274, -0.3765)
H (-0.6570, 0.8604, 0.8478)
H (1.6396, 3.5118, -2.3792)
H (1.3848, -3.5285, 0.5654)
H (0.3818, -1.1934, 1.5975)
H (0.3040, -0.6443, -2.2775)
H (-1.1298, 3.0858, 2.0934)
H (-1.3201, -3.2275, 2.2850)
H (-3.1260, -1.7607, 0.7008)
H (1.0175, -2.8029, -1.7449)
H (-1.9919, -0.9560, 1.8122)

Atoms 1-6, force components in eV/Å:
O 0.21 -0.07 -0.37
O 0.15 -0.37 0.25
O 0.19 -0.32 0.19
O 0.05 -0.45 -0.34
O 0.00 0.06 0.10
O -0.17 0.25 0.24

natural (NBO) population analysis, charges in e, atoms 1 to 5:
1 O -0.63
2 O -0.71
3 O -0.72
4 O -0.70
5 O -0.59

***

2.
ORCA calculation (ωB97M-V/def2-TZVPD) on C9H13N3S in the gas phase in a non-equilibrium geometry.

Calculated total energy: -24848.373 eV
LUMO level: 0.02338 Eh
Gap between HOMO and LUMO: 8.9481 eV
ΔE to the lowest compared entry with this formula, charge and spin: 121.2 kJ/mol
HOMO: -8.312 eV
SMILES string: CCNC(=S)NNc1ccccc1

CARTESIAN COORDINATES (ANGSTROEM)
S (-1.6829, 0.2840, 1.7339)
N (0.1997, 1.1374, 0.0443)
N (-1.8976, 2.0607, -0.2468)
N (1.1422, 0.2929, 0.6766)
C (-1.6328, 2.7560, -1.4682)
C (1.5890, -3.7668, -0.6591)
C (1.8628, -2.0194, 1.0084)
C (0.9736, -1.3875, -1.0937)
C (1.9503, -3.3604, 0.6246)
C (-1.0991, 1.1991, 0.4578)
C (-0.9415, 4.1013, -1.3405)
C (1.3402, -1.0475, 0.1936)
C (1.1091, -2.7247, -1.4712)
H (-1.0730, 2.0777, -2.1664)
H (0.5123, 2.0381, -0.3185)
H (2.2573, -4.0789, 1.3785)
H (-1.6253, 4.9329, -0.8969)
H (1.7151, -4.7503, -1.0051)
H (-0.7176, 4.5151, -2.2861)
H (0.5228, -0.7734, -1.8782)
H (0.7983, -2.9254, -2.4894)
H (0.0109, 4.1126, -0.7607)
H (0.9287, 0.3027, 1.6376)
H (-2.5984, 2.9235, -1.9410)
H (2.1032, -1.7407, 2.0969)
H (-2.9277, 1.8832, 0.0584)

Atoms 1-6, force components in eV/Å:
S 0.04 0.20 -0.40
N 0.19 -0.16 -0.45
N -2.67 -1.32 2.20
N 0.31 0.56 -1.13
C 0.45 -0.40 -1.12
C -0.15 2.75 0.59

natural (NBO) population analysis, charges in e, atoms 1 to 5:
1 S -0.28
2 N -0.46
3 N -0.61
4 N -0.43
5 C -0.24

***

3.
ORCA calculation (ωB97M-V/def2-TZVPD) on a gas-phase ion, C9H13N3S (charge +2) in a non-equilibrium geometry.

Calculated total energy: -24826.832 eV
LUMO level (spin up / spin down): -0.27331 / -0.37376 Eh
Gap between HOMO and LUMO (spin up / spin down): 4.8693 / 6.7122 eV
Spin multiplicity: 3
HOMO (spin up / spin down): -12.306 / -16.883 eV
Charge: +2

CARTESIAN COORDINATES (ANGSTROEM)
S (-1.5066, 1.2012, 0.4640)
N (-2.1282, -1.1634, -0.6418)
N (-0.2624, -0.8634, 1.9647)
N (-3.5261, 0.6546, -1.2411)
C (1.9891, 1.0644, 0.8588)
C (-0.8716, -1.2645, -0.3857)
C (3.0405, -0.3641, -1.2422)
C (3.8815, 0.5132, -0.5053)
C (3.2833, 1.1818, 0.5502)
C (-2.7391, -0.0059, -0.2093)
C (-0.2689, -0.0982, 0.4084)
C (1.1406, 0.2333, 0.0599)
C (1.7160, -0.5096, -0.9034)
H (-0.4164, -2.1989, -0.6289)
H (-0.1856, -1.7907, 1.9038)
H (-1.1203, -0.3888, 2.3522)
H (-3.6605, 0.0609, -2.1020)
H (-3.4169, -0.3251, 0.6280)
H (1.1600, -1.1233, -1.5735)
H (-2.8018, 1.4225, -1.4955)
H (4.9091, 0.7926, -0.8692)
H (1.6505, 1.6371, 1.7376)
H (-4.3091, 1.1539, -1.1251)
H (3.8276, 1.9360, 1.1973)
H (0.6237, -0.4361, 2.4461)
H (3.3819, -0.8595, -2.1308)

Atoms 1-6, force components in eV/Å:
S 0.28 -0.19 0.30
N 1.49 -1.11 -1.12
N 1.02 7.71 2.39
N 5.67 -0.32 -4.18
C -0.68 1.28 1.89
C -2.15 1.96 0.07

natural (NBO) population analysis, charges in e, atoms 1 to 5:
1 S 0.26
2 N -0.40
3 N -0.78
4 N -0.69
5 C -0.23

***

4.
ORCA calculation (ωB97M-V/def2-TZVPD) on a molecular structure, C9H13N4O in a non-equilibrium geometry.

Calculated total energy: -17538.332 eV
LUMO level (spin up / spin down): -0.13335 / -0.18776 Eh
Gap between HOMO and LUMO (spin up / spin down): 4.8210 / 7.7217 eV
ΔE to the lowest compared entry with this formula, charge and spin: 243.2 kJ/mol
Spin multiplicity: 3
HOMO (spin up / spin down): -8.449 / -12.831 eV
Charge: +1

CARTESIAN COORDINATES (ANGSTROEM)
O (-1.9987, -2.3598, -0.2973)
N (2.9396, -0.9818, 0.3912)
N (-2.1839, -0.1383, 0.1222)
N (-1.6502, 2.2499, -0.3797)
N (0.2722, 0.9209, 0.2724)
C (-1.5305, -1.2441, -0.3911)
C (2.3142, -0.1419, -0.6934)
C (-3.4287, -0.2782, 0.7195)
C (0.8577, -0.2639, -0.1788)
C (-1.5947, 1.0715, 0.0227)
C (1.5650, -1.1481, 0.9921)
C (0.5738, 2.2035, 0.0390)
C (-0.1718, -1.0397, -1.0173)
C (-0.5050, 2.9516, -0.3542)
H (-0.6086, 3.9815, -0.5624)
H (-3.3314, -0.0793, 1.6997)
H (-3.9922, 0.5770, 0.3212)
H (2.5244, -0.7359, -1.7171)
H (-3.9479, -1.3144, 0.4975)
H (0.1768, -2.0314, -1.2411)
H (1.6636, -0.6113, 1.9897)
H (2.6296, 0.8891, -0.6971)
H (1.5371, 2.4941, 0.0629)
H (-0.3967, -0.4586, -1.8833)
H (1.2795, -2.1968, 1.1910)
H (3.3428, -1.8007, 0.0676)
H (3.6641, -0.5151, 1.0242)

Atoms 1-6, force components in eV/Å:
O 0.02 0.24 0.02
N -0.03 2.63 1.47
N 2.77 0.05 -2.07
N -0.31 3.75 -1.21
N -2.73 -0.42 0.36
C 0.24 -1.08 0.76

natural (NBO) population analysis, charges in e, atoms 1 to 5:
1 O -0.56
2 N -0.52
3 N -0.46
4 N -0.49
5 N -0.43

***

5.
ORCA calculation (ωB97M-V/def2-TZVPD) on a molecular structure, C9H13N4O5PS5SeTi.

Calculated total energy: -177665.445 eV
LUMO level (spin up / spin down): -0.03218 / -0.03900 Eh
Gap between HOMO and LUMO (spin up / spin down): 6.4799 / 6.3075 eV
ΔE to the lowest compared entry with this formula, charge and spin: 6.8 kJ/mol
Spin multiplicity: 3
HOMO (spin up / spin down): -7.355 / -7.369 eV

CARTESIAN COORDINATES (ANGSTROEM)
Se (-0.5010, 2.0392, -1.1277)
Ti (-0.9591, -0.5141, -0.2108)
S (-0.8491, -1.2451, 2.1001)
S (-3.2623, -0.6093, -0.0703)
S (-4.2116, 2.8818, 4.5273)
S (-4.2527, 1.4018, 1.9493)
S (-2.1733, 0.8295, 3.8590)
P (2.3685, -0.0320, -0.0293)
O (0.9529, 2.6182, -1.4970)
O (-0.4410, 1.2752, 0.4173)
O (-1.7614, 3.0087, -1.2617)
O (0.7108, -3.0053, -0.8028)
O (-0.7624, 0.5238, -1.8570)
N (5.0335, -0.5422, 0.6978)
N (4.3103, 1.7693, 0.8701)
N (3.5734, 0.1475, 2.5166)
N (-0.1687, -2.2289, -0.7118)
C (-2.1394, -0.1163, 2.3940)
C (-3.1213, 0.1466, 1.5001)
C (4.7139, -0.7643, 2.0635)
C (2.2854, -0.2020, 1.8211)
C (5.3860, 0.8628, 0.4887)
C (3.1366, 1.6611, -0.0125)
C (3.9787, 1.5991, 2.2366)
C (3.9618, -0.9790, -0.2140)
C (-3.5946, 1.7620, 3.5102)
H (4.8374, 1.7995, 2.8791)
H (5.6250, 1.0165, -0.5616)
H (3.4413, 0.0348, 3.5219)
H (2.3791, 2.3853, 0.2823)
H (5.5649, -0.5260, 2.7026)
H (6.2706, 1.0920, 1.0867)
H (2.0292, -1.2238, 2.0979)
H (1.4968, 0.4473, 2.1992)
H (4.3888, -1.7893, 2.2366)
H (3.1337, 2.2228, 2.5236)
H (3.7652, -2.0420, -0.0570)
H (4.3168, -0.8725, -1.2401)
H (3.4210, 1.9268, -1.0298)

Atoms 1-6, force components in eV/Å:
Se -0.10 0.23 0.04
Ti -0.27 -0.44 0.45
S 0.13 0.00 -0.02
S -0.10 -0.06 -0.08
S -0.04 0.00 0.04
S -0.02 -0.01 -0.02

natural (NBO) population analysis, charges in e, atoms 1 to 5:
1 Se 2.75
2 Ti 1.03
3 S -0.14
4 S 0.02
5 S -0.05

***

6.
ORCA calculation (ωB97M-V/def2-TZVPD) on a gas-phase ion, C9H13N5 (charge +2) in a non-equilibrium geometry.

Calculated total energy: -16977.708 eV
LUMO level: -0.28344 Eh
Gap between HOMO and LUMO: 8.3634 eV
ΔE to the lowest compared entry with this formula, charge and spin: 0.0 kJ/mol
HOMO: -16.076 eV
Charge: +2
SMILES string: [NH2+]=C1NCN(c2ccccc2)C(=[NH2+])N1

CARTESIAN COORDINATES (ANGSTROEM)
N (-0.3371, 1.9178, 1.6018)
N (0.9497, 2.2887, -0.1695)
N (-0.0399, 0.1638, -0.0785)
N (0.7037, 3.9690, 1.3837)
N (1.3164, 0.8070, -1.9065)
C (-0.5545, -3.8094, -0.4385)
C (-0.3144, -1.1700, -0.4050)
C (-1.6927, -3.0749, -0.5001)
C (-0.8482, 0.6551, 1.0390)
C (0.4431, 2.7663, 0.9691)
C (0.8223, -1.9465, -0.3030)
C (0.6747, 1.0859, -0.7656)
C (0.7250, -3.3276, -0.4245)
C (-1.5808, -1.7280, -0.3792)
H (1.6570, -1.3663, -0.4076)
H (-0.6651, -4.8346, -0.4197)
H (0.4261, 4.2027, 2.2999)
H (1.6103, -3.9191, -0.5527)
H (-1.8355, 0.7352, 0.6861)
H (1.5390, 1.5365, -2.6944)
H (-2.5223, -1.1992, -0.2879)
H (1.1448, -0.0059, -2.4023)
H (-0.8492, -0.0373, 1.8203)
H (-2.7825, -3.4264, -0.3754)
H (1.5762, 2.9939, -0.6068)
H (1.2940, 4.4922, 0.8581)
H (-0.8600, 2.2310, 2.4592)

Atoms 1-6, force components in eV/Å:
N -1.52 0.34 1.67
N 1.50 2.22 -1.76
N 0.29 4.27 -0.15
N -1.37 -2.10 0.73
N 0.49 3.70 -1.32
C 0.35 -1.43 -0.44

natural (NBO) population analysis, charges in e, atoms 1 to 5:
1 N -0.54
2 N -0.58
3 N -0.33
4 N -0.68
5 N -0.74

***

7.
ORCA calculation (ωB97M-V/def2-TZVPD) on 2 unconnected molecules or ions with the total composition C9H13NO in a non-equilibrium geometry.

Calculated total energy: -13081.819 eV
LUMO level: 0.02871 Eh
Gap between HOMO and LUMO: 9.6303 eV
ΔE to the lowest compared entry with this formula, charge and spin: 24.4 kJ/mol
HOMO: -8.849 eV
SMILES string: Cc1ccccc1.CC(N)=O

CARTESIAN COORDINATES (ANGSTROEM)
O (-1.5424, 2.9216, 0.2005)
N (-2.6479, 1.6264, -1.2449)
C (1.9683, 0.8990, 0.5003)
C (0.8433, -1.2352, 0.6940)
C (1.6391, -3.2329, -0.5733)
C (-3.5177, 1.7903, 1.0201)
C (0.9183, 0.1226, 0.9712)
C (2.8030, -1.0204, -0.6587)
C (2.8956, 0.3431, -0.3635)
C (1.8305, -1.8343, -0.0937)
C (-2.4556, 2.1457, 0.0021)
H (0.7305, -3.4422, -1.1317)
H (-3.0837, 1.4717, 1.9547)
H (2.4444, -3.6448, -1.1788)
H (0.1288, 0.5925, 1.5388)
H (-3.4958, 1.1365, -1.4679)
H (2.0766, 1.9149, 0.8596)
H (-0.0549, -1.7781, 0.9510)
H (-2.0415, 2.0356, -1.9368)
H (1.6001, -3.9380, 0.2500)
H (3.5154, -1.5110, -1.3069)
H (-4.0579, 2.7333, 1.1831)
H (-4.2093, 1.0362, 0.6684)
H (3.7127, 0.8673, -0.8375)

Atoms 1-6, force components in eV/Å:
O 0.03 -0.17 0.50
N 0.11 0.04 0.44
C 0.31 0.23 0.12
C 0.15 0.51 -0.50
C 0.38 -1.34 0.29
C 0.06 0.63 -0.19

natural (NBO) population analysis, charges in e, atoms 1 to 5:
1 O -0.62
2 N -0.83
3 C -0.22
4 C -0.20
5 C -0.63

***

8.
ORCA calculation (ωB97M-V/def2-TZVPD) on 2 unconnected molecules or ions with the total composition C9H13NO in a non-equilibrium geometry.

Calculated total energy: -13081.372 eV
LUMO level: 0.02791 Eh
Gap between HOMO and LUMO: 10.1554 eV
ΔE to the lowest compared entry with this formula, charge and spin: 67.5 kJ/mol
HOMO: -9.396 eV
SMILES string: Cc1ccccc1.CC(N)=O

CARTESIAN COORDINATES (ANGSTROEM)
O (-4.1048, 0.6855, -0.9797)
N (-2.3491, -0.5105, -0.3037)
C (1.2314, -0.6910, -0.4728)
C (1.5740, -2.7736, 0.7993)
C (2.3785, -0.4734, 1.6337)
C (1.7854, 1.4659, 0.4391)
C (2.4323, 0.9135, 1.5230)
C (-2.8892, 0.6032, -0.9145)
C (1.1684, 0.7125, -0.5453)
C (1.7373, -1.2800, 0.6901)
C (-2.0086, 1.6297, -1.5084)
H (3.0754, 1.4264, 2.2245)
H (0.7932, 1.3457, -1.3361)
H (0.9747, -3.0844, 1.6559)
H (-2.5422, 2.5289, -1.8224)
H (1.0007, -3.0610, -0.0860)
H (0.8339, -1.2204, -1.3243)
H (2.4954, -3.3563, 0.7563)
H (3.0474, -0.9501, 2.3451)
H (-1.3079, 1.9568, -0.7359)
H (1.5533, 2.5306, 0.3950)
H (-1.5466, 1.3640, -2.4635)
H (-1.3800, -0.5110, -0.0408)
H (-2.8688, -1.2956, 0.0013)

Atoms 1-6, force components in eV/Å:
O 0.09 0.25 -0.23
N 1.70 1.30 -0.49
C -0.48 1.74 0.14
C -0.21 -0.18 -0.54
C 0.83 -0.20 -0.27
C -1.14 1.35 0.35

natural (NBO) population analysis, charges in e, atoms 1 to 5:
1 O -0.61
2 N -0.83
3 C -0.23
4 C -0.63
5 C -0.21

***

9.
ORCA calculation (ωB97M-V/def2-TZVPD) on a molecular structure, C9H13NO2Sc in a non-equilibrium geometry.

Calculated total energy: -35823.483 eV
LUMO level (spin up / spin down): 0.10938 / 0.09852 Eh
Gap between HOMO and LUMO (spin up / spin down): 5.4567 / 6.7647 eV
ΔE to the lowest compared entry with this formula, charge and spin: 337.0 kJ/mol
HOMO (spin up / spin down): -2.480 / -4.084 eV
Charge: -1

CARTESIAN COORDINATES (ANGSTROEM)
Sc (0.8135, -0.4452, 0.3713)
O (-1.1856, -0.0307, 2.5080)
O (-1.5387, 1.9713, 1.7105)
N (1.7505, -2.8731, 1.9186)
C (-1.8272, 0.2723, 3.7854)
C (-1.4079, -1.2394, -0.2885)
C (-0.8890, 0.9217, 1.6076)
C (-1.4383, 0.0573, -0.8868)
C (-0.4915, 0.0702, -1.9336)
C (0.2449, -1.1368, -1.8979)
C (0.7336, 2.5403, -1.0806)
C (1.3868, 1.4555, -0.5574)
C (-0.3714, -1.9834, -0.9323)
H (-2.8768, 0.5226, 3.6291)
H (2.6973, -2.2878, 1.7711)
H (0.2579, 3.1758, -0.3268)
H (1.9145, 1.4116, 0.4164)
H (-2.1773, 0.7972, -0.7332)
H (1.8374, 0.5689, -1.1139)
H (-1.7482, -0.6512, 4.3643)
H (-2.1766, -1.6336, 0.3304)
H (-0.2060, -3.0283, -0.8412)
H (0.9614, -1.4331, -2.6272)
H (-1.2965, 1.0825, 4.2887)
H (0.4552, 2.6115, -2.1413)
H (-0.3308, 0.8824, -2.5856)

Atoms 1-6, force components in eV/Å:
Sc -1.99 0.15 0.63
O 0.11 -1.67 1.94
O 1.02 -0.58 -0.45
N 1.62 2.76 -1.19
C 0.14 -0.24 -1.01
C 0.78 -0.19 -1.79

natural (NBO) population analysis, charges in e, atoms 1 to 5:
1 Sc 1.17
2 O -0.58
3 O -0.74
4 N -0.93
5 C -0.28